Molecular formula: C3H9NS
Method: DFT, ωB97M-V/def2-TZVPD

E (eV): -15581.6821
Spin multiplicity: 1
Orbital gap (eV): 9.78
SMILES string: C[C@@H](N)CS
Relative energy (zero: lowest compared OMol25 entry of this formula, charge and spin) (kJ/mol): 62.6

```
14
Properties=species:S:1:pos:R:3:forces:R:3:lowdin_charge:R:1
S -1.899013 0.966562 -1.705758 0.32 -1.13 1.23 0.6712
N -0.530262 -1.403109 0.143009 2.26 -0.91 0.50 0.0116
C 1.466694 0.182858 0.534142 -0.84 0.44 1.44 -0.0837
C -0.826340 0.925829 -0.222205 1.38 1.66 0.39 -0.5813
C 0.241257 -0.195376 -0.252237 -1.81 0.99 -0.72 -0.5518
H -1.332070 0.846894 0.741088 -0.64 -0.26 -0.24 0.0726
H -2.034353 -0.368183 -1.444462 -0.44 0.42 -0.71 -0.1305
H 0.200685 -2.130012 0.140745 -0.55 -0.33 -0.78 0.0724
H 2.008231 0.924628 -0.065483 0.67 -0.77 0.20 0.0874
H -0.340722 1.923811 -0.103266 -0.15 -0.57 -0.55 0.0732
H 1.924581 -0.738043 0.926319 0.76 0.54 -0.63 0.0804
H -0.627846 -1.423780 1.163547 -0.59 0.82 -0.08 0.0768
H 0.562870 -0.262450 -1.301753 -0.31 -0.60 0.19 0.1203
H 1.186286 0.750370 1.446315 -0.07 -0.31 -0.25 0.0815
```
Forces are in eV/Å.

---

Molecular formula: C6H9Br
Method: DFT, ωB97M-V/def2-TZVPD

E (eV): -76404.6493
Spin multiplicity: 1
Orbital gap (spin up / spin down) (eV): 7.53 / 7.53
Relative energy (zero: lowest compared OMol25 entry of this formula, charge and spin) (kJ/mol): 487.6

```
16
Properties=species:S:1:pos:R:3:forces:R:3:lowdin_charge:R:1
Br -0.134549 3.448012 1.151060 -0.35 0.11 -0.45 0.6280
C -0.326543 -0.055059 -0.526368 1.27 1.88 3.49 -0.2873
C -1.135552 0.836398 -1.377542 0.19 -1.54 -2.12 -0.0741
C 1.274621 -0.424941 1.446510 -0.71 -0.76 3.22 -0.1816
C 0.322987 0.463238 0.676246 0.53 0.27 -0.84 -0.2676
C 0.606731 1.813861 1.640299 -1.26 -2.33 -2.41 -0.4362
C -0.211781 -1.483744 -0.904163 -2.29 -0.93 3.26 -0.0596
H -1.005347 -2.010983 -0.217783 1.08 0.79 -0.82 0.1405
H 1.611374 -1.373752 1.034305 0.20 0.30 -0.32 0.0507
H -0.852329 1.779356 -1.055595 0.00 2.23 -0.10 0.0000
H -0.589816 -1.810440 -1.836583 0.30 0.23 -1.37 0.0645
H 0.668011 -1.952560 -0.530017 0.87 -0.33 -0.47 0.0478
H -2.219309 0.736237 -1.462022 -0.07 -0.28 0.78 0.0923
H 2.076943 0.164342 1.962517 -0.24 -0.57 -1.21 0.0595
H -0.842304 0.610222 -2.452304 0.04 0.68 1.06 0.1118
H 0.756865 -0.740185 2.451439 0.41 0.23 -1.69 0.1111
```
Forces are in eV/Å.

---

Molecular formula: C4H7NO4
Method: DFT, ωB97M-V/def2-TZVPD

E (eV): -13936.1481
Spin multiplicity: 1
Orbital gap (eV): 9.52
Relative energy (zero: lowest compared OMol25 entry of this formula, charge and spin) (kJ/mol): 626.1

```
16
Properties=species:S:1:pos:R:3:forces:R:3:lowdin_charge:R:1
O -2.109844 -1.499166 0.509859 -0.99 0.03 0.17 0.0578
O 1.199252 1.895991 0.430664 1.37 -0.53 0.44 0.0959
O -2.938261 0.508086 0.227200 -2.38 0.48 0.20 0.1190
O -0.899259 1.519549 -0.916553 0.47 -0.01 1.66 0.0403
N -2.118710 -0.317430 0.283436 5.08 0.42 0.23 -0.3306
C -0.457952 0.439924 -0.236861 0.39 -3.42 -3.11 -0.2953
C -0.134832 -0.652672 -1.279111 -1.27 1.70 -3.83 -0.0532
C 1.753232 -0.314925 1.267382 2.15 1.08 -1.67 0.0121
C 0.988971 0.709386 0.517520 -3.60 2.35 0.13 -0.3358
H 2.887836 -0.240184 0.875413 -2.63 -0.63 1.09 0.1616
H 1.678358 -0.037856 2.304203 0.28 0.19 0.49 0.0893
H 1.216861 -1.218944 1.127654 0.28 -1.30 -0.16 0.0650
H -1.033771 -0.833229 -2.036284 1.68 1.07 1.37 0.1376
H -0.670991 2.181829 -0.256731 -0.11 1.47 -0.35 0.1038
H -0.156740 -1.564301 -0.859841 0.55 -3.31 1.90 0.0062
H 0.795851 -0.576056 -1.957946 -1.25 0.43 1.43 0.1263
```
Forces are in eV/Å.

---

Molecular formula: C4H11NO2
Method: DFT, ωB97M-V/def2-TZVPD

E (eV): -9910.6131
Spin multiplicity: 1
Orbital gap (eV): 9.77
SMILES string: CCNCC=O.O
Relative energy (zero: lowest compared OMol25 entry of this formula, charge and spin) (kJ/mol): 157.2

```
18
Properties=species:S:1:pos:R:3:forces:R:3:lowdin_charge:R:1
O 0.314870 -2.966203 0.512264 0.18 -0.14 0.06 0.0516
O 1.502403 1.454010 2.357654 -0.01 0.36 0.06 -0.0695
N 0.105921 0.524540 -0.205774 0.14 -0.68 -0.10 -0.0977
C -0.260108 -0.877027 -0.438248 0.01 0.98 0.09 -0.1934
C -1.718453 1.269222 -1.829754 1.46 0.33 -0.02 -0.0930
C -0.328442 1.500859 -1.199530 -0.39 0.03 0.45 -0.2851
C 0.359742 -1.769072 0.604998 -0.33 -0.31 0.00 -0.2474
H -1.582693 0.421105 -2.491769 -0.64 -0.35 0.00 0.0625
H 2.176036 0.973223 1.868705 -0.01 -0.09 -0.10 0.0313
H -0.294003 2.449285 -0.677815 -0.14 0.38 0.07 0.0999
H 0.070474 -1.207357 -1.423761 0.01 -0.03 0.00 0.1304
H -1.348985 -1.016454 -0.377143 0.04 -0.30 -0.13 0.1225
H 0.799911 -1.293181 1.504496 0.05 0.16 -0.14 0.1196
H -0.220383 0.779319 0.716090 0.04 0.16 0.03 0.0848
H 0.422322 1.596473 -1.978411 0.11 -0.24 -0.30 0.1022
H 1.491943 2.324288 1.935017 -0.01 -0.22 0.14 0.0401
H -1.929757 2.126116 -2.463961 -0.32 0.10 0.03 0.0676
H -2.478483 1.132620 -1.067000 -0.20 -0.13 -0.13 0.0734
```
Forces are in eV/Å.

---

Molecular formula: C5H5NO2
Method: DFT, ωB97M-V/def2-TZVPD

E (eV): -10846.0296
Spin multiplicity: 1
Orbital gap (eV): 9.34
SMILES string: C=C1C=NO[C@H]1C=O
Relative energy (zero: lowest compared OMol25 entry of this formula, charge and spin) (kJ/mol): 510.0

```
13
Properties=species:S:1:pos:R:3:forces:R:3:lowdin_charge:R:1
O -2.365081 -0.581387 0.183582 1.88 -0.88 2.15 0.0221
O 0.896635 -1.290904 -0.366518 2.32 -0.47 0.81 -0.1319
N 1.955040 -0.564132 0.319910 -1.10 -1.76 -1.32 0.1184
C 0.245563 1.002588 -0.258782 0.58 -2.19 -0.73 -0.1940
C 1.653201 0.642208 0.276987 -2.29 2.42 -0.51 -0.1040
C -0.595590 2.032230 -0.209846 -3.22 1.83 3.47 0.0232
C -1.191572 -0.752694 0.518357 -1.87 0.90 -0.01 -0.1991
C -0.220282 -0.494415 -0.619804 0.84 0.11 1.15 -0.2713
H -0.593668 -0.941100 -1.579854 -0.11 1.48 0.68 0.1815
H -0.685719 -0.929845 1.675440 -1.61 0.25 -2.95 0.2047
H -0.561820 2.999933 0.546339 0.97 -2.32 -2.45 0.1229
H 2.348866 1.357072 0.633507 0.46 0.60 0.41 0.1083
H -1.793291 1.861687 -0.292779 3.16 0.04 -0.69 0.1191
```
Forces are in eV/Å.